Molecular formula: C11H16ClHfIN2OP
Method: DFT, the ωB97M-V functional and the def2-TZVPD basis

The value obtained for the HOMO-LUMO gap (alpha / beta) is 3.4 / 3.4 eV. The HOMO energy (alpha / beta) is -0.65659 / -0.65655 hartree. For the LUMO energy (alpha / beta), the calculation gives -14.5 / -14.5 eV. As for the net charge: +3. For the total energy, the calculation gives -47877.458 eV.

Element x y z (Å)
C  2.14506  -0.71488  -0.66157
I  2.84268  1.18960  -1.07266
H  1.59860  -1.15608  -1.52972
H  1.85993  -1.06051  0.29829
H  3.19495  -0.85955  -0.93914
Hf  -1.77683  0.20888  0.57228
P  -0.64252  0.26627  -2.36772
C  0.63095  0.54610  -3.72278
C  -1.43707  -1.08527  -3.26259
H  -2.69264  1.51182  -2.84531
H  -1.67291  1.32500  -4.30797
H  -1.22504  2.52449  -3.05225
C  -1.67562  1.54404  -3.22768
H  -2.40099  -1.33732  -2.84130
H  -1.55034  -0.83444  -4.31640
H  0.05258  0.50199  -4.68214
H  1.44713  -0.14316  -3.82179
H  -0.82060  -1.96700  -3.21230
H  1.05348  1.56362  -3.71793
C  3.49584  -0.30284  2.31249
O  4.57401  -0.05852  2.12154
Cl  -3.65280  -0.56395  -0.24439
N  0.18094  -0.76385  7.66121
C  0.10094  -0.51712  6.50853
C  -0.06303  -0.19333  5.07381
C  -1.15668  -0.84788  4.47274
C  -1.41391  -0.67869  3.12563
N  -0.68609  0.34418  2.47863
C  0.48535  0.82814  2.98582
C  0.75187  0.66516  4.32011
H  -1.84685  -1.54573  4.99921
H  -2.06898  -1.41617  2.51287
H  1.22442  1.30941  2.36047
H  1.61910  1.13753  4.76302

Atomic forces in eV per Å
1.0 -0.8 -2.8
-0.9 2.9 0.3
0.1 0.4 0.9
-0.1 0.0 0.9
-0.3 -2.7 0.9
3.1 1.1 -0.8
-1.0 1.0 -2.9
1.0 0.9 -0.4
-0.3 -1.4 0.8
-0.2 0.3 -0.1
-0.1 0.0 0.7
-0.3 0.1 -0.1
-0.4 0.8 1.2
-0.3 -0.1 0.0
0.0 0.2 0.2
0.2 -0.3 1.1
0.4 -0.5 0.4
0.2 -0.5 0.0
-0.2 -0.4 0.4
0.4 0.2 0.0
-0.3 -0.2 0.1
-1.1 -0.5 0.1
-0.2 0.7 -3.5
0.5 0.1 1.7
-0.7 -0.3 1.7
-1.6 -1.6 -0.8
1.2 1.4 0.4
-0.4 -2.4 -2.4
-0.9 0.1 0.6
0.2 -0.7 0.8
1.1 0.5 0.0
0.4 1.3 0.9
-0.5 0.5 -0.4
0.1 -0.1 0.0

***

Molecular formula: C11H16FNO
Method: DFT, the ωB97M-V functional and the def2-TZVPD basis

The calculation puts the energy above the lowest of the compared OMol25 structures with the same formula, charge and spin at 0.00 kcal per mole. The value obtained for the HOMO-LUMO gap is 8.8 eV. The structure (SMILES) is CCN(CC)C(=O)[C@@H]1C=CC=C(F)C1. The HOMO energy is -0.29661 hartree. For the LUMO energy, the calculation gives 0.7 eV. For the total energy, the calculation gives -17918.661 eV.

Element x y z (Å)
C  0.37814  -2.37452  0.17416
C  1.14203  -3.23677  -0.48473
C  -0.26403  -1.12451  -0.34849
C  1.56821  -3.05372  -1.87596
C  0.50063  0.03550  0.28445
C  -0.04575  -1.07759  -1.88584
C  1.03020  -1.96548  -2.44327
C  0.65549  2.52399  2.31537
C  -2.40393  0.99826  0.98052
C  0.76403  2.34475  0.76215
C  -1.46781  1.44156  -0.12712
N  -0.08381  1.23713  0.22709
O  1.62633  -0.13111  0.72965
F  1.25691  -1.78850  -3.74330
H  0.22024  -2.61718  1.21009
H  1.70800  -4.07940  -0.07043
H  -1.38272  -1.32213  -0.26725
H  2.24141  -3.75751  -2.19235
H  -0.91683  -1.32702  -2.35417
H  -0.01140  -0.02483  -2.12991
H  -0.36016  3.12886  2.57511
H  0.78988  1.70971  2.94714
H  1.43675  3.16504  2.77084
H  -2.20803  1.73363  1.86973
H  -3.31832  0.99022  0.59545
H  -2.18859  0.07395  1.30755
H  0.61310  3.17669  0.04727
H  1.76478  1.99430  0.37745
H  -1.57051  0.76886  -0.99285
H  -1.47426  2.55782  -0.25833

Atomic forces in eV per Å
0.0 -1.3 1.0
1.1 -0.1 -0.5
-0.1 -2.3 -1.0
-2.7 3.0 1.9
-0.4 -0.3 0.2
1.8 0.8 1.3
0.6 -1.5 -0.1
-1.7 4.2 -1.0
3.5 4.7 1.7
1.0 -1.4 -1.1
1.1 0.0 0.3
1.2 1.2 1.2
-0.2 -0.3 -0.1
0.1 0.9 -1.1
-0.2 0.2 0.4
-0.9 0.3 0.7
1.3 1.2 0.7
1.4 -1.1 -1.7
-2.5 -1.2 -1.3
1.0 0.3 -0.6
2.2 -1.7 -0.5
-0.4 -2.2 0.3
-0.2 0.2 -0.9
-1.0 -1.4 -1.5
-4.3 0.4 -1.0
1.0 -3.3 1.1
-0.5 0.3 1.2
-0.6 0.5 1.3
-0.8 1.1 -0.3
-0.8 -1.2 -0.7

***

Molecular formula: C11H16FNO8
Method: DFT, the ωB97M-V functional and the def2-TZVPD basis

The value obtained for the HOMO-LUMO gap is 10.7 eV. The structure (SMILES) is CCOC[C@@H](OC=O)C(=O)NC(=O)F.C[C@@H]1COC(=O)O1. The HOMO energy is -0.37376 hartree. For the LUMO energy, the calculation gives 0.5 eV. For the total energy, the calculation gives -32253.695 eV.

Element x y z (Å)
C  -2.56556  -1.40444  -2.02002
C  -1.74926  -0.13252  -2.18565
O  -1.94729  0.76175  -1.08963
C  -0.86788  0.92786  -0.21414
C  -0.97454  -0.04217  0.96924
O  0.31963  -0.16911  1.54642
C  0.56228  -1.40678  2.09179
O  0.37706  -1.67889  3.22970
C  -1.96262  0.50665  1.99764
O  -1.69696  1.43018  2.70721
N  -3.22079  -0.12402  2.00163
C  -4.38394  0.66448  1.89386
O  -5.05284  0.81231  0.93355
F  -4.67971  1.21859  3.06316
H  -3.53579  -1.16418  -1.58103
H  -2.74736  -1.85798  -2.99559
H  -2.05022  -2.14777  -1.40829
H  -0.68592  -0.37421  -2.28657
H  -2.06047  0.39799  -3.08666
H  -0.89114  1.95599  0.15145
H  0.09897  0.75304  -0.69914
H  -1.31334  -1.01116  0.58369
H  0.97025  -2.10582  1.34494
H  -3.27623  -0.91727  1.37596
C  3.71328  0.89031  1.08344
C  3.76560  0.18337  -0.24541
C  3.48868  1.04904  -1.46112
O  2.87557  0.12486  -2.37024
C  2.30266  -0.85869  -1.64151
O  1.53475  -1.66458  -2.06418
O  2.69947  -0.78218  -0.35510
H  4.03092  0.23234  1.89071
H  4.37537  1.75716  1.06844
H  2.69579  1.22172  1.29326
H  4.70483  -0.36207  -0.37006
H  4.37721  1.47569  -1.91707
H  2.76955  1.84052  -1.23468

Atomic forces in eV per Å
0.0 0.0 -0.1
0.1 -0.2 0.0
0.0 0.2 0.0
-0.1 0.0 0.0
0.3 -0.3 0.0
-0.1 0.1 0.2
0.1 -0.1 -0.3
0.0 0.1 0.2
0.0 -0.1 0.4
0.0 0.3 -0.1
-0.1 -0.3 -0.7
0.1 0.0 0.5
-0.1 -0.2 0.0
0.1 0.2 0.0
0.0 0.0 0.0
0.0 0.0 0.0
-0.1 0.1 0.1
-0.1 0.0 0.0
0.0 0.0 0.0
0.1 0.0 0.1
-0.1 -0.1 0.0
0.1 0.0 0.0
0.0 0.0 0.0
0.0 0.2 -0.3
-0.1 0.0 0.0
0.1 0.1 0.0
0.0 0.0 0.0
-0.1 0.0 0.0
0.0 0.1 0.1
0.0 0.0 0.0
0.1 -0.2 0.0
0.0 0.0 0.0
0.0 0.0 0.0
0.0 0.0 0.0
0.0 0.0 0.0
0.0 -0.1 -0.1
0.0 0.0 0.0

***

Molecular formula: C11H16N2
Method: DFT, the ωB97M-V functional and the def2-TZVPD basis

The calculation puts the energy above the lowest of the compared OMol25 structures with the same formula, charge and spin at 58.18 kcal per mole. The value obtained for the HOMO-LUMO gap is 9.5 eV. The structure (SMILES) is CC1(C)[C@@H]2CC[C@@]1(C)c1n[nH]cc12. The HOMO energy is -0.31779 hartree. For the LUMO energy, the calculation gives 0.9 eV. For the total energy, the calculation gives -14644.532 eV.

Element x y z (Å)
C  2.73629  -0.96428  -0.36217
C  1.39196  -0.77064  -0.09374
C  1.26737  0.60342  0.14991
C  -0.28144  -1.39328  1.52638
C  -0.42280  0.15510  1.86155
C  0.04433  -1.36430  0.04802
C  -0.17233  0.84313  0.46595
C  -0.86188  -0.21285  -0.50196
C  -0.59049  2.33696  0.32537
C  -0.55075  0.01198  -1.99755
C  -2.39133  -0.42364  -0.53196
N  2.44376  1.22908  0.04455
N  3.36325  0.19163  -0.24066
H  3.31026  -1.77978  -0.74936
H  0.51073  -1.97707  2.20208
H  -1.18841  -1.90932  1.83619
H  -1.52360  0.31104  2.18659
H  0.35055  0.37721  2.55858
H  -0.08252  -2.31500  -0.64826
H  -1.62719  2.44618  0.35370
H  -0.17811  2.61681  -0.66339
H  -0.07337  2.94929  1.17699
H  -0.82446  0.92789  -2.35353
H  -0.91410  -0.71818  -2.70819
H  0.48621  -0.15996  -2.15591
H  -2.80289  0.45778  -0.87449
H  -3.00089  -0.63030  0.40209
H  -2.70358  -1.19791  -1.17674
H  4.28542  0.35903  -0.08003

Atomic forces in eV per Å
-1.2 -1.7 0.0
1.4 0.0 -0.2
2.0 -0.7 -0.3
1.1 -1.0 2.3
-1.7 -1.2 -1.1
-0.9 -2.9 -2.7
-1.3 1.7 0.3
0.3 -0.6 -0.9
3.2 -0.6 0.9
1.2 -2.2 1.0
0.2 -0.7 3.4
0.2 -0.4 0.7
-4.7 2.5 -0.1
0.0 -0.7 0.2
-1.2 1.6 -1.6
-0.3 0.0 -0.6
2.1 0.2 -0.1
0.1 0.8 0.8
0.1 1.4 1.9
-1.7 0.4 0.1
-0.4 0.4 0.6
-1.0 -0.9 -1.7
-0.7 2.7 -0.8
-1.0 -0.5 0.3
1.2 0.6 -0.1
-1.0 2.0 -1.0
1.2 0.2 -0.4
0.1 -1.0 -1.0
2.8 0.6 0.1